The following is a DFT calculation (ωB97M-V with the def2-TZVPD basis set) of a 13-piece molecular cluster, C44H123N9O13 overall.

The total energy is -87644.0924 eV. Its energy relative to the best compared isomer or geometry (same formula, charge and spin) is 72.1 kcal per mole. Its highest occupied orbital energy is -8.69 eV. The value obtained for the HOMO-LUMO gap is 9.00 eV. For the max |F|, the calculation gives 2.9 eV/Å.

Structure (ORCA input):
```
! wB97M-V def2-TZVPD RIJCOSX def2/J DEFGRID3
* xyz 0 1
C -5.933 0.759 -3.200
C -5.198 1.203 -1.954
C -4.443 0.036 -1.320
O -5.345 -0.788 -0.515
C -4.699 -1.728 0.329
N -4.364 2.312 -2.345
H -5.292 0.212 -3.890
H -6.438 1.618 -3.644
H -6.724 0.038 -2.992
H -5.956 1.611 -1.285
H -3.713 0.433 -0.613
H -3.923 -0.599 -2.038
H -3.841 -1.310 0.858
H -4.434 -2.576 -0.302
H -5.431 -1.951 1.106
H -4.932 3.035 -2.763
H -3.867 2.642 -1.529
C -1.827 -6.748 5.063
C -0.565 -6.476 4.378
C -0.634 -5.382 3.224
O -1.271 -4.205 3.614
C -1.589 -3.333 2.513
N 0.599 -6.212 5.241
H -1.752 -7.588 5.754
H -2.559 -7.081 4.327
H -2.264 -5.878 5.552
H -0.431 -7.416 3.841
H -1.248 -5.884 2.475
H 0.339 -5.088 2.828
H -2.325 -3.855 1.902
H -0.684 -3.180 1.924
H -1.949 -2.336 2.766
H 0.591 -5.239 5.512
H 0.506 -6.716 6.111
C 2.900 -0.099 8.263
C 1.783 0.449 7.446
C 1.906 -0.120 6.015
O 1.896 -1.577 5.986
C 2.090 -2.128 4.681
N 0.526 0.198 8.120
H 3.911 0.118 7.919
H 2.832 -1.186 8.221
H 2.880 0.240 9.299
H 1.840 1.530 7.312
H 2.760 0.268 5.459
H 0.985 0.234 5.550
H 3.054 -1.832 4.268
H 1.319 -1.726 4.024
H 2.075 -3.216 4.628
H 0.391 -0.785 7.924
H 0.700 0.094 9.110
C 1.109 6.436 -4.321
C 0.983 4.958 -3.993
C -0.317 4.328 -4.427
O -0.435 2.947 -4.057
C -0.612 2.721 -2.664
N 2.124 4.293 -4.605
H 1.108 6.626 -5.395
H 2.093 6.826 -4.056
H 0.312 7.041 -3.889
H 0.918 4.986 -2.904
H -0.415 4.392 -5.511
H -1.100 4.931 -3.966
H 0.376 2.719 -2.203
H -1.124 1.761 -2.609
H -1.281 3.441 -2.191
H 1.941 3.300 -4.641
H 2.912 4.345 -3.973
C -3.546 6.666 -0.314
C -4.472 5.463 -0.118
C -3.839 4.359 0.803
O -2.941 3.613 -0.037
C -2.169 2.662 0.669
N -5.793 5.827 0.405
H -3.499 7.265 0.596
H -3.955 7.331 -1.075
H -2.524 6.466 -0.637
H -4.641 5.091 -1.129
H -4.626 3.809 1.321
H -3.220 4.773 1.599
H -2.739 2.049 1.368
H -1.301 3.110 1.154
H -1.826 1.886 -0.016
H -5.856 5.471 1.348
H -5.920 6.821 0.534
C -5.193 -3.716 -3.156
C -3.931 -4.622 -3.023
C -3.764 -5.238 -1.661
O -2.566 -5.973 -1.639
C -2.417 -6.821 -0.521
N -4.036 -5.650 -3.956
H -5.488 -3.448 -4.171
H -5.069 -2.766 -2.635
H -6.080 -4.191 -2.736
H -3.032 -4.032 -3.207
H -4.633 -5.826 -1.366
H -3.729 -4.502 -0.857
H -3.096 -7.668 -0.623
H -2.549 -6.271 0.410
H -1.431 -7.284 -0.474
H -3.419 -6.325 -3.524
H -4.927 -6.126 -3.961
C -0.983 -1.950 -0.950
C 0.071 -0.847 -1.163
C 0.770 -0.415 0.175
O -0.099 0.229 1.081
C 0.607 0.844 2.113
N 0.996 -1.354 -2.189
H -0.593 -2.967 -0.919
H -1.740 -1.953 -1.735
H -1.527 -1.797 -0.018
H -0.472 0.052 -1.457
H 1.678 0.144 -0.054
H 1.132 -1.333 0.642
H 1.215 1.670 1.743
H 1.193 0.195 2.764
H -0.167 1.337 2.703
H 1.735 -0.704 -2.418
H 0.586 -1.516 -3.098
C 3.361 3.337 -1.070
C 4.265 2.774 -2.129
C 3.654 1.665 -2.977
O 3.230 0.485 -2.329
C 4.274 -0.434 -1.930
N 4.756 3.804 -3.013
H 3.191 2.576 -0.308
H 2.417 3.630 -1.530
H 3.844 4.225 -0.662
H 5.168 2.406 -1.639
H 4.298 1.337 -3.794
H 2.743 2.072 -3.416
H 3.809 -1.316 -1.491
H 4.885 0.004 -1.140
H 4.995 -0.719 -2.697
H 5.570 3.425 -3.475
H 5.104 4.575 -2.461
C 2.524 3.405 4.415
C 4.000 2.955 4.477
C 4.510 2.178 3.210
O 3.801 0.975 3.068
C 4.338 0.204 2.014
N 4.744 4.188 4.661
H 2.247 3.984 3.534
H 2.191 3.955 5.295
H 1.799 2.591 4.360
H 4.127 2.379 5.395
H 5.596 2.090 3.251
H 4.303 2.809 2.345
H 3.707 -0.678 1.901
H 5.348 -0.129 2.252
H 4.317 0.687 1.036
H 4.512 4.464 5.605
H 5.733 3.984 4.671
C 1.013 4.871 0.758
C -0.077 5.602 1.536
O 0.259 6.986 1.469
H 1.290 5.458 -0.117
H 0.767 3.848 0.475
H 1.866 4.727 1.422
H -0.307 5.250 2.543
H -1.074 5.594 1.095
H 0.946 7.178 2.112
C -0.366 -4.591 -4.032
C 0.967 -5.185 -4.611
O 1.932 -4.189 -4.502
H -1.192 -5.303 -4.065
H -0.708 -3.707 -4.570
H -0.185 -4.415 -2.972
H 0.832 -5.513 -5.641
H 1.233 -6.083 -4.052
H 2.272 -4.180 -3.602
C 1.891 -4.857 0.080
C 2.819 -3.962 -0.664
O 2.264 -3.650 -1.885
H 1.294 -5.474 -0.592
H 1.159 -4.323 0.687
H 2.376 -5.555 0.763
H 3.778 -4.471 -0.761
H 3.038 -3.029 -0.144
H 1.846 -2.782 -1.845
C 1.443 0.664 -5.779
C 2.132 -0.687 -5.627
O 1.079 -1.619 -5.300
H 0.941 1.006 -4.875
H 0.812 0.687 -6.667
H 2.295 1.326 -5.938
H 2.863 -0.661 -4.818
H 2.727 -1.014 -6.479
H 1.395 -2.516 -5.168
*
```